{"formula": "C4H3NOS", "method": "ωB97M-V/def2-TZVPD", "homo_ev": [-9.21, -9.21], "symbols": ["S", "O", "N", "C", "C", "C", "C", "H", "H", "H"], "coordinates": [[-2.23, -0.15, -0.47], [-3.41, -0.36, 0.26], [-1.44, 1.18, -0.01], [0.52, 0.05, 0.00], [0.18, -1.26, 0.13], [1.70, -0.83, -0.05], [-0.13, 1.28, 0.05], [2.23, -0.88, -1.03], [2.31, -1.19, 0.93], [0.28, 2.18, 0.19]], "mulliken_charge": [0.531, -0.373, -0.407, 0.278, -0.486, -0.379, -0.066, 0.232, 0.188, 0.481]}

---

{"formula": "C4H3NS", "method": "ωB97M-V/def2-TZVPD", "homo_ev": -8.20, "smiles": "N#CCC1=CS1", "symbols": ["S", "N", "C", "C", "C", "C", "H", "H", "H"], "coordinates": [[-0.85, 2.44, 0.33], [1.27, -2.34, -0.53], [0.54, 1.58, -0.56], [0.60, -1.64, 0.09], [-0.16, 0.77, 0.11], [-0.47, -0.82, 0.52], [-1.43, -0.91, -0.18], [-0.63, -0.95, 1.61], [1.14, 1.87, -1.39]], "mulliken_charge": [-0.244, -0.363, -0.312, 0.213, -0.080, -0.112, 0.221, 0.277, 0.400]}

---

{"formula": "C4H3NS", "method": "ωB97M-V/def2-TZVPD", "homo_ev": -8.91, "smiles": "N#CCC=C=S", "symbols": ["S", "N", "C", "C", "C", "C", "H", "H", "H"], "coordinates": [[3.52, 0.07, 0.02], [-2.58, 1.19, -0.03], [0.66, 0.14, -0.25], [1.97, 0.10, -0.13], [-0.70, -0.54, 0.29], [-1.75, 0.42, 0.13], [-0.91, -1.41, -0.34], [0.38, 0.89, -1.00], [-0.59, -0.85, 1.33]], "mulliken_charge": [-0.342, -0.348, -0.115, -0.032, -0.100, 0.157, 0.228, 0.275, 0.278]}

---

{"formula": "C4H3O2", "method": "ωB97M-V/def2-TZVPD", "total_charge": -1, "homo_ev": -2.97, "symbols": ["O", "O", "C", "C", "C", "C", "H", "H", "H"], "coordinates": [[0.35, -1.29, 1.63], [-1.88, 1.48, -1.53], [-1.06, 1.17, 0.72], [1.32, -0.93, -0.63], [-1.60, 1.34, -0.38], [0.56, -0.90, 0.50], [-0.91, 1.06, 1.75], [1.87, -1.76, -0.63], [1.34, -0.15, -1.43]], "mulliken_charge": [-0.457, -0.658, -1.065, -0.940, 0.654, 0.552, 0.303, 0.356, 0.256]}

---

{"formula": "C4H3O2OsS4SbSe4", "method": "ωB97M-V/def2-TZVPD", "total_charge": -2, "homo_ev": -1.63, "symbols": ["Os", "Sb", "Se", "Se", "Se", "Se", "S", "S", "S", "S", "O", "O", "C", "C", "C", "C", "H", "H", "H"], "coordinates": [[-0.01, 0.19, -0.36], [-0.81, 2.56, -3.01], [1.11, 3.29, -4.30], [-0.49, 2.67, -0.53], [-2.98, 3.21, -3.81], [-0.61, 0.00, -2.67], [-1.88, -1.76, 3.66], [-0.75, -3.99, 2.12], [-1.18, 0.28, 1.52], [0.07, -2.19, -0.16], [1.85, 0.43, -0.26], [-1.91, -4.27, 4.48], [-1.16, -1.38, 2.11], [-0.63, -2.39, 1.40], [2.59, 1.51, -0.83], [-1.59, -3.50, 3.60], [3.64, 1.31, -0.61], [2.30, 2.48, -0.43], [2.43, 1.53, -1.91]], "mulliken_charge": [1.102, 0.748, -0.731, -0.579, -0.695, -0.473, -0.197, -0.195, -0.351, -0.421, -0.576, -0.605, 0.079, 0.176, -0.510, 0.536, 0.221, 0.262, 0.210]}

---

{"formula": "C4H3O2S", "method": "ωB97M-V/def2-TZVPD", "total_charge": -1, "homo_ev": -2.96, "smiles": "O=C=C/C([O-])=C/S", "symbols": ["S", "O", "O", "C", "C", "C", "C", "H", "H", "H"], "coordinates": [[-0.24, -0.86, 2.32], [0.81, 1.58, 0.53], [0.56, -2.06, -2.13], [0.44, 0.34, -1.51], [0.46, -0.88, -1.94], [0.11, -0.70, 0.57], [0.50, 0.50, 0.02], [-0.40, -1.48, -0.09], [0.87, -1.55, 2.74], [0.41, 1.18, -2.14]], "mulliken_charge": [-0.314, -0.741, -0.502, -0.761, 0.640, -0.647, 0.727, 0.179, 0.038, 0.381]}

---

Let's list maximum force in order: 4.771 4.674 2.995 5.610 1.084 3.576 eV/Å.
Let's list ΔE to the lowest compared entry with this formula, charge and spin in order: 129.41 50.90 13.52 38.88 0.00 26.02 kcal/mol.